A single C4H5NO2 molecule, computed with wB97M-V/def2-TZVPD.

Geometry as ORCA input:
```
! wB97M-V def2-TZVPD RIJCOSX def2/J DEFGRID3
* xyz 0 1
O -1.125 -1.964 -0.080
C -0.520 -1.643 0.911
C 0.468 -0.476 1.026
O 0.881 -0.249 2.142
N 0.834 0.298 -0.067
C 0.068 1.498 -0.375
C 0.169 0.381 -1.353
H -0.669 -2.121 1.899
H 0.622 2.423 -0.504
H -0.890 1.596 0.135
H -0.708 -0.224 -1.553
H 0.870 0.481 -2.180
*
```

Properties
* ΔE to the lowest compared entry with this formula, charge and spin: 51.5 kcal per mole

The net atomic charges from Mulliken, expressed in e, are: -0.451 0.127 0.408 -0.502 -0.227 -0.370 -0.298 0.366 0.225 0.242 0.251 0.229

---

2 unconnected molecules or ions with the total composition C12H10F2, computed with wB97M-V/def2-TZVPD.

Geometry as ORCA input:
```
! wB97M-V def2-TZVPD RIJCOSX def2/J DEFGRID3
* xyz 0 1
F 1.725 -1.963 1.814
C 1.831 -0.626 1.960
C 3.027 -0.005 1.659
C 3.080 1.379 1.752
C 1.972 2.113 2.150
C 0.796 1.460 2.480
C 0.721 0.080 2.380
H 3.900 -0.573 1.372
H 4.003 1.903 1.539
H 2.041 3.192 2.204
H -0.064 1.989 2.868
H -0.191 -0.445 2.635
F 0.745 -1.001 -1.733
C -0.584 -0.844 -1.909
C -1.409 -0.948 -0.805
C -2.776 -0.785 -0.968
C -3.290 -0.537 -2.231
C -2.449 -0.448 -3.318
C -1.077 -0.616 -3.174
H -0.953 -1.220 0.139
H -3.419 -0.927 -0.110
H -4.361 -0.437 -2.364
H -2.839 -0.235 -4.305
H -0.432 -0.505 -4.034
*
```

Properties
* ΔE to the lowest compared entry with this formula, charge and spin: 0.7 kcal per mole

The net atomic charges from Mulliken, expressed in e, are: -0.341 0.478 -0.577 -0.268 -0.548 -0.333 -0.383 0.422 0.360 0.377 0.357 0.464 -0.297 0.329 -0.216 -0.381 -0.479 -0.294 -0.479 0.335 0.360 0.359 0.350 0.406

---

A molecular structure, C41H55BN9O4STi, computed with wB97M-V/def2-TZVPD.

Geometry as ORCA input:
```
! wB97M-V def2-TZVPD RIJCOSX def2/J DEFGRID3
* xyz -1 1
Ti -1.312 -0.435 -0.376
C 0.538 -1.362 -4.704
C 0.214 0.059 -4.247
C -1.284 0.350 -4.300
C 0.945 0.479 -2.989
C 2.096 1.257 -3.097
C 2.472 1.581 -1.817
C 3.759 2.348 -1.584
C 3.862 3.440 -0.528
C 4.917 1.350 -1.465
N 1.584 0.993 -0.978
N 0.667 0.267 -1.701
B 1.374 1.217 0.548
N -0.052 1.775 0.930
N -0.975 0.856 1.350
C -1.952 1.520 1.964
C -1.705 2.886 1.893
C -0.509 3.011 1.206
C 0.061 4.316 0.729
C 1.275 4.812 1.508
C 0.277 4.293 -0.783
C -3.052 0.780 2.664
C -4.162 1.716 3.121
C -2.463 -0.019 3.831
N 1.602 -0.081 1.354
N 0.894 -1.227 1.095
C 1.230 -2.100 2.047
C 2.115 -1.494 2.952
C 2.314 -0.219 2.499
C 3.235 0.764 3.168
C 4.515 0.982 2.365
C 2.588 2.077 3.608
C 0.875 -3.560 2.273
C 2.138 -4.402 2.047
C -0.308 -4.199 1.569
H 0.122 -1.537 -5.699
H 0.110 -2.103 -4.035
H 1.614 -1.531 -4.747
H 0.667 0.722 -4.995
H -1.867 -0.506 -3.973
H -1.574 0.563 -5.331
H -1.548 1.211 -3.689
H 2.566 1.590 -4.007
H 3.886 2.872 -2.539
H 3.811 3.070 0.492
H 3.089 4.194 -0.656
H 4.830 3.934 -0.649
H 4.817 0.740 -0.567
H 5.871 1.877 -1.411
H 4.937 0.675 -2.320
H 2.179 2.018 0.894
H -2.325 3.694 2.242
H -0.748 5.030 0.924
H 2.134 4.161 1.371
H 1.062 4.865 2.577
H 1.554 5.809 1.164
H 1.020 3.553 -1.073
H 0.615 5.272 -1.133
H -0.647 4.030 -1.299
H -3.481 0.067 1.961
H -3.820 2.380 3.919
H -5.001 1.136 3.508
H -4.531 2.333 2.301
H -1.777 -0.780 3.460
H -1.912 0.642 4.506
H -3.254 -0.512 4.399
H 2.543 -1.934 3.837
H 3.522 0.239 4.087
H 4.281 1.309 1.356
H 5.084 0.055 2.286
H 5.148 1.739 2.832
H 2.500 2.783 2.788
H 3.194 2.546 4.386
H 1.588 1.910 4.008
H 0.663 -3.608 3.350
H 2.400 -4.417 0.990
H 1.960 -5.433 2.360
H 2.992 -4.014 2.601
H -0.211 -4.148 0.490
H -1.254 -3.746 1.833
H -0.339 -5.256 1.848
O -3.177 2.874 -2.009
C -2.908 1.794 -1.500
O -1.710 1.308 -1.332
C -3.919 0.816 -1.004
C -5.284 0.897 -1.085
C -6.092 -0.145 -0.579
C -5.448 -1.207 0.055
C -4.071 -1.250 0.137
N -3.281 -0.266 -0.428
C -3.235 -2.235 0.834
O -3.630 -3.238 1.413
O -1.969 -1.856 0.776
H -5.717 1.776 -1.544
H -7.169 -0.094 -0.642
H -6.004 -2.017 0.511
N -3.616 -1.885 -2.874
C -2.556 -2.639 -2.473
N -1.430 -2.158 -2.000
C -0.472 -3.184 -1.929
C 0.875 -3.003 -1.632
C 1.713 -4.100 -1.674
C 1.227 -5.376 -1.968
C -0.112 -5.566 -2.262
C -0.941 -4.451 -2.262
S -2.615 -4.361 -2.721
H -3.577 -0.929 -2.539
H -4.534 -2.284 -2.736
H 1.249 -2.019 -1.388
H 2.764 -3.963 -1.463
H 1.901 -6.222 -1.974
H -0.500 -6.545 -2.505
*
```

Properties
* ΔE to the lowest compared entry with this formula, charge and spin: 20.9 kcal per mole

Atomic partial charges in e from the Mulliken method, atoms 1 to 99: -0.266 -1.449 0.133 -1.423 -0.235 -1.305 0.046 0.386 -1.525 -1.543 0.772 0.718 0.481 1.192 0.244 -0.582 -1.154 0.633 0.165 -1.212 -1.590 2.583 -2.146 -1.395 0.591 0.628 -0.468 -1.477 0.183 0.106 -1.493 -1.555 0.792 -1.478 -1.553 0.467 0.159 0.345 0.708 0.349 0.506 0.014 0.533 0.610 0.043 0.231 0.595 0.245 0.457 0.394 -0.862 0.555 0.525 -0.147 0.384 0.483 0.240 0.473 0.227 -0.933 0.369 0.433 0.431 0.128 0.312 0.405 0.580 0.517 0.009 0.323 0.409 0.098 0.575 0.275 0.459 0.143 0.421 0.422 0.386 0.118 0.451 -0.886 0.200 0.295 -0.146 -0.349 -1.362 -0.911 -0.296 1.425 0.311 -0.873 0.775 0.568 0.419 0.573 -0.207 -0.026 0.997

---

A molecular structure, C9H21N7O15Pb, computed with wB97M-V/def2-TZVPD.

Geometry as ORCA input:
```
! wB97M-V def2-TZVPD RIJCOSX def2/J DEFGRID3
* xyz -2 1
Pb 0.721 -0.769 0.891
N -2.806 0.853 2.052
O -3.544 1.379 1.168
O -1.660 0.467 1.714
O -3.199 0.718 3.202
N 2.264 -3.144 -0.462
O 2.828 -4.119 -0.972
O 2.240 -2.992 0.777
O 1.680 -2.298 -1.197
N 0.974 0.563 3.811
O 0.236 0.970 4.687
O 1.146 1.221 2.734
O 1.645 -0.494 3.926
N -1.054 -3.091 3.191
O -0.385 -2.538 2.261
O -1.237 -4.318 3.146
O -1.521 -2.401 4.091
C -0.104 2.425 -2.598
C -0.536 1.742 -1.312
O 0.291 1.259 -0.543
N -1.831 1.755 -0.976
C -2.893 2.478 -1.606
H -0.188 3.506 -2.642
H -0.693 2.007 -3.423
H 0.900 2.049 -2.788
H -2.007 1.344 -0.048
H -3.833 2.001 -1.326
H -2.871 2.384 -2.698
H -2.946 3.541 -1.360
C 4.308 1.464 2.347
C 3.888 1.198 0.936
O 3.006 0.382 0.726
N 4.441 1.908 -0.065
C 4.020 1.838 -1.460
H 4.358 0.515 2.891
H 3.592 1.969 2.996
H 5.311 1.905 2.372
H 5.163 2.570 0.155
H 3.072 2.377 -1.522
H 3.886 0.793 -1.733
H 4.757 2.313 -2.102
C -1.181 -2.694 -2.722
C -1.946 -2.055 -1.602
O -1.419 -1.326 -0.784
N -3.291 -2.217 -1.580
C -4.066 -1.602 -0.503
H -0.611 -1.980 -3.321
H -1.825 -3.162 -3.477
H -0.438 -3.412 -2.380
H -3.792 -2.783 -2.237
H -3.791 -0.571 -0.302
H -3.930 -2.210 0.397
H -5.127 -1.723 -0.729
*
```

Properties
* ΔE to the lowest compared entry with this formula, charge and spin: 0.0 kcal per mole

The net atomic charges from Mulliken, expressed in e, are: 2.164 0.790 -0.736 -0.568 -0.669 1.152 -0.713 -0.567 -0.646 1.045 -0.669 -0.629 -0.629 0.673 -0.542 -0.678 -0.572 -1.520 0.551 -0.452 0.582 -1.200 0.264 0.387 0.375 -0.052 0.332 0.402 0.296 -1.095 0.658 -0.593 -0.211 -0.720 0.267 0.182 0.384 0.212 0.150 0.239 0.368 -1.023 0.552 -0.404 -0.211 -0.771 0.242 0.360 0.210 0.222 0.144 0.318 0.350

---

A molecular structure, C38H58BrCaCl5F9IMgN4O14S, computed with wB97M-V/def2-TZVPD.

Geometry as ORCA input:
```
! wB97M-V def2-TZVPD RIJCOSX def2/J DEFGRID3
* xyz 0 1
C 8.711 -1.604 -4.479
C 8.867 -1.407 -3.174
C 8.595 -1.046 -1.639
C 8.920 0.465 -1.197
C 9.204 0.244 0.406
O 10.127 0.859 1.051
N 8.414 -0.767 1.223
C 9.415 -1.294 2.219
O 10.298 -2.124 1.872
F 9.350 -0.774 3.582
C 10.465 0.786 -1.671
O 11.409 -0.006 -1.946
N 10.431 2.271 -1.620
C 9.048 2.843 -1.906
C 8.965 4.075 -0.842
C 9.862 5.389 -1.130
C 11.451 5.252 -0.920
I 9.204 6.884 0.393
C 9.293 3.475 -3.343
C 9.573 2.252 -4.549
C 9.000 2.665 -6.099
O 10.548 2.643 -5.653
C 7.900 1.687 -1.614
C 6.909 1.955 -0.344
O 6.140 0.802 0.072
C 5.396 1.178 1.276
C 4.405 -0.035 1.735
O 3.579 -0.353 0.586
C 2.984 -1.681 0.692
C 3.035 -2.349 -0.805
C 6.882 1.218 -2.758
C 5.674 2.188 -3.194
C 5.886 3.762 -3.154
Br 3.940 1.834 -2.220
H 8.448 -1.922 -5.564
H 7.511 -1.285 -1.298
H 9.272 -1.765 -1.014
H 7.735 -0.226 1.790
H 10.869 2.553 -0.731
H 9.275 3.657 0.206
H 7.869 4.486 -0.660
H 9.636 5.946 -2.149
H 12.024 6.249 -0.975
H 11.707 4.697 0.062
H 11.845 4.590 -1.800
H 10.339 3.992 -3.445
H 8.530 4.209 -3.785
H 9.484 1.084 -4.212
H 8.455 3.638 -5.843
H 8.545 1.629 -6.277
H 6.135 2.809 -0.555
H 7.477 2.322 0.610
H 4.705 2.082 1.008
H 6.100 1.415 2.162
H 3.711 0.326 2.588
H 5.070 -0.932 2.081
H 3.545 -2.359 1.458
H 1.877 -1.568 1.061
H 2.189 -1.867 -1.416
H 4.047 -2.081 -1.288
H 2.912 -3.487 -0.669
H 7.380 0.846 -3.749
H 6.336 0.249 -2.389
H 5.415 1.918 -4.301
H 6.393 4.203 -2.215
H 4.825 4.259 -3.211
H 6.401 4.072 -4.164
Ca 7.909 5.853 -2.839
C -2.500 -1.370 1.336
F -3.095 -0.496 2.187
F -2.756 -2.609 1.834
F -3.190 -1.288 0.173
S -0.682 -1.041 1.122
O -0.105 -1.174 2.476
O -0.591 0.310 0.591
O -0.208 -2.060 0.194
C 12.423 5.776 -7.437
Cl 13.266 5.033 -8.817
Cl 11.543 7.223 -7.990
Cl 11.275 4.611 -6.741
Cl 13.599 6.237 -6.189
C -8.934 -2.627 0.133
C -8.105 -1.380 -0.125
O -7.741 -0.740 1.115
C -6.716 -1.307 1.790
O -6.116 -2.291 1.418
C -6.410 -0.515 3.057
F -7.526 -0.219 3.760
F -5.805 0.666 2.784
F -5.590 -1.174 3.904
H -9.804 -2.388 0.746
H -9.271 -3.068 -0.808
H -8.358 -3.379 0.679
H -8.698 -0.659 -0.691
H -7.216 -1.605 -0.724
Cl -10.024 -0.057 0.816
C -15.725 -6.564 2.425
C -15.286 -5.670 3.583
C -15.628 -4.188 3.412
N -14.584 -3.331 2.662
C -13.321 -3.192 3.514
C -12.340 -2.193 2.917
C -12.974 -0.828 2.707
C -14.259 -0.922 1.900
C -15.228 -1.944 2.476
C -14.270 -3.943 1.312
H -15.070 -6.480 1.557
H -15.702 -7.612 2.738
H -16.746 -6.332 2.109
H -14.228 -5.832 3.802
H -15.833 -6.019 4.466
H -15.734 -3.727 4.400
H -16.580 -4.069 2.885
H -13.636 -2.867 4.511
H -12.855 -4.177 3.595
H -11.481 -2.090 3.588
H -11.943 -2.569 1.969
H -12.268 -0.167 2.199
H -13.191 -0.375 3.681
H -14.028 -1.154 0.855
H -14.747 0.059 1.884
H -16.097 -2.071 1.824
H -15.572 -1.620 3.464
H -15.212 -4.172 0.810
H -13.668 -4.838 1.470
H -13.695 -3.242 0.710
F 14.627 7.435 -3.926
Mg 1.021 -2.207 3.743
N -9.419 -1.386 6.187
O -9.256 -2.350 5.418
O -10.095 -0.411 5.823
O -8.909 -1.401 7.317
F 3.456 3.122 -4.086
*
```

Atomic partial charges in e from the Mulliken method, atoms 1 to 99: -0.447 -0.585 -0.159 0.920 -0.648 -0.636 0.027 0.651 -0.458 -0.249 -0.259 -0.542 -0.146 2.280 -1.637 -0.285 -1.123 0.236 -0.827 -0.009 -0.741 -0.502 2.302 -2.610 0.470 -0.768 -0.466 -0.129 0.972 -0.826 -0.353 -1.139 -0.006 0.068 0.349 0.255 0.573 0.167 0.455 0.770 0.318 0.119 0.461 0.366 0.274 0.131 -0.799 0.285 0.237 0.417 0.727 0.580 0.448 0.284 0.194 0.329 0.296 -0.968 0.256 0.148 0.325 0.037 0.201 0.581 -0.315 0.338 0.025 1.637 0.596 -0.251 -0.246 -0.218 1.201 -0.618 -0.615 -0.666 0.287 -0.137 -0.143 -0.015 -0.003 -0.317 -0.698 -0.226 0.294 -0.563 0.957 -0.217 -0.269 -0.269 -0.272 0.398 0.285 0.558 0.388 -0.461 -1.225 -0.334 -0.604

---

A single C4H5NOS2 molecule, computed with wB97M-V/def2-TZVPD.

Geometry as ORCA input:
```
! wB97M-V def2-TZVPD RIJCOSX def2/J DEFGRID3
* xyz 0 1
C -2.027 -0.407 -0.306
C 0.317 0.166 -1.020
C 1.600 0.271 -0.336
C 0.055 -0.050 1.194
H -2.159 -1.732 -0.419
H -2.695 0.208 -1.230
H -2.424 -0.258 0.703
H 1.913 1.360 -0.540
H 2.380 -0.286 -0.655
N -0.589 0.116 -0.140
O 1.345 0.015 0.978
S 0.368 0.245 -2.750
S -0.576 -0.252 2.631
*
```

Properties
* ΔE to the lowest compared entry with this formula, charge and spin: 58.8 kcal per mole

The net atomic charges from Mulliken, expressed in e, are: -0.742 0.171 -0.490 0.302 0.255 0.257 0.336 0.263 0.393 0.141 -0.290 -0.258 -0.338

---

| no. | maximum force (eV/A) | total energy (eV) |
| --- | --- | --- |
| 1 | 0.6 | -9812.0797 |
| 2 | 0.6 | -18040.9701 |
| 3 | 0.7 | -99647.4809 |
| 4 | 1.8 | -56054.9844 |
| 5 | 6.9 | -274870.2378 |
| 6 | 7.2 | -29434.5433 |